The following is a DFT calculation (ωB97M-V/def2-TZVPD) of one molecule with the formula C25H25N3O4S.

As for the SMILES: [H]/N=C1/C(=C/c2ccc(OCCCOc3ccccc3C)c(OCC)c2)C(=O)N=C2SC=CN21. The value obtained for the LUMO energy is -0.02011 hartree. The calculation puts the relative energy (zero: lowest compared OMol25 entry of this formula, charge and spin) at 51.08 kcal per mole. The HOMO-LUMO gap comes out at 0.264 Eh.

Atoms and positions in Å:
H (-2.706, -2.285, -4.290)
N (-2.276, -1.737, -3.555)
C (-2.072, -0.513, -3.796)
C (-1.432, 0.353, -2.797)
C (-0.781, -0.311, -1.796)
C (0.050, 0.073, -0.694)
C (0.301, 1.377, -0.265)
C (1.146, 1.619, 0.801)
C (1.756, 0.581, 1.491)
O (2.551, 0.715, 2.573)
C (2.729, 1.989, 3.156)
C (3.205, 1.807, 4.596)
C (2.097, 1.434, 5.593)
O (1.768, 0.067, 5.586)
C (0.812, -0.448, 4.757)
C (-0.066, 0.281, 3.968)
C (-0.996, -0.367, 3.172)
C (-1.071, -1.745, 3.168)
C (-0.217, -2.475, 3.980)
C (0.724, -1.850, 4.775)
C (1.650, -2.620, 5.665)
C (1.535, -0.752, 1.056)
O (2.207, -1.707, 1.746)
C (2.046, -3.057, 1.359)
C (2.936, -3.905, 2.252)
C (0.691, -0.981, -0.005)
C (-1.566, 1.821, -2.983)
O (-1.532, 2.633, -2.083)
N (-1.764, 2.260, -4.279)
C (-2.134, 1.448, -5.187)
S (-2.450, 1.941, -6.835)
C (-2.972, 0.320, -7.214)
C (-2.887, -0.497, -6.158)
N (-2.404, 0.114, -5.020)
H (-0.871, -1.388, -1.901)
H (-0.181, 2.206, -0.753)
H (1.320, 2.643, 1.091)
H (3.482, 2.549, 2.583)
H (1.794, 2.561, 3.146)
H (3.964, 1.024, 4.614)
H (3.658, 2.743, 4.928)
H (1.216, 2.069, 5.447)
H (2.476, 1.612, 6.606)
H (-0.042, 1.360, 3.954)
H (-1.655, 0.217, 2.547)
H (-1.793, -2.249, 2.542)
H (-0.282, -3.555, 3.994)
H (2.684, -2.396, 5.408)
H (1.504, -2.320, 6.702)
H (1.476, -3.690, 5.579)
H (0.996, -3.356, 1.474)
H (2.337, -3.183, 0.306)
H (2.642, -3.775, 3.288)
H (3.972, -3.596, 2.144)
H (2.845, -4.952, 1.978)
H (0.504, -1.990, -0.336)
H (-3.311, 0.082, -8.201)
H (-3.149, -1.539, -6.146)

***

The following is a DFT calculation (ωB97M-V/def2-TZVPD) of one molecule with the formula C25H25N5O.

As for the SMILES: Cc1ccc(-c2cc(C(=O)N/N=C/c3c(C)nn(C)c3C)c3ccccc3n2)c(C)c1. The value obtained for the LUMO energy is -0.00221 hartree. The calculation puts the relative energy (zero: lowest compared OMol25 entry of this formula, charge and spin) at 0.00 kcal per mole. The HOMO-LUMO gap comes out at 0.300 Eh.

Atoms and positions in Å:
C (-7.281, -1.767, -0.289)
C (-5.899, -1.215, -0.120)
C (-5.564, -0.479, 1.012)
C (-4.297, 0.047, 1.150)
C (-3.334, -0.131, 0.159)
C (-2.018, 0.498, 0.363)
C (-1.434, 1.299, -0.646)
C (-0.202, 1.862, -0.432)
C (0.435, 2.645, -1.535)
O (-0.070, 3.642, -2.013)
N (1.639, 2.205, -2.006)
N (2.446, 1.174, -1.624)
C (1.952, 0.077, -1.196)
C (2.768, -0.976, -0.682)
C (2.292, -2.169, -0.069)
C (0.884, -2.585, 0.153)
N (3.306, -2.911, 0.322)
N (4.422, -2.248, -0.011)
C (5.707, -2.811, 0.279)
C (4.158, -1.074, -0.612)
C (5.216, -0.149, -1.075)
C (0.426, 1.697, 0.832)
C (1.654, 2.285, 1.189)
C (2.203, 2.044, 2.419)
C (1.549, 1.215, 3.343)
C (0.345, 0.648, 3.036)
C (-0.251, 0.879, 1.779)
N (-1.436, 0.297, 1.521)
C (-3.645, -0.892, -0.970)
C (-2.637, -1.199, -2.040)
C (-4.926, -1.418, -1.086)
H (-7.951, -0.987, -0.653)
H (-7.290, -2.584, -1.007)
H (-7.672, -2.126, 0.660)
H (-6.301, -0.323, 1.786)
H (-4.032, 0.614, 2.029)
H (-1.949, 1.456, -1.581)
H (2.096, 2.837, -2.655)
H (0.879, -0.117, -1.168)
H (0.870, -3.535, 0.679)
H (0.353, -1.842, 0.749)
H (0.363, -2.699, -0.797)
H (6.284, -2.945, -0.638)
H (6.267, -2.166, 0.959)
H (5.542, -3.778, 0.749)
H (5.817, -0.611, -1.859)
H (4.746, 0.749, -1.464)
H (5.881, 0.116, -0.253)
H (2.155, 2.934, 0.487)
H (3.146, 2.496, 2.686)
H (2.005, 1.035, 4.306)
H (-0.184, 0.019, 3.734)
H (-2.803, -2.200, -2.433)
H (-2.733, -0.499, -2.871)
H (-1.622, -1.140, -1.656)
H (-5.165, -2.011, -1.959)

***

The following is a DFT calculation (ωB97M-V/def2-TZVPD) of C25H26BClMnN9S as an isolated structure.

The value obtained for the LUMO energy (spin up / spin down) is -0.11212 / -0.11553 hartree. The total charge is +1. As for the spin multiplicity: 6. The calculation puts the relative energy (zero: lowest compared OMol25 entry of this formula, charge and spin) at 0.00 kcal per mole. Its expectation value of S² is 8.754. The HOMO-LUMO gap (spin up / spin down) comes out at 0.303 / 0.300 Eh.

Atoms and positions in Å:
Mn (-1.187, -0.378, -0.302)
C (-2.333, -1.378, 3.051)
C (-1.133, -0.500, 2.927)
C (-0.408, 0.152, 3.923)
C (0.548, 0.884, 3.246)
N (0.408, 0.662, 1.931)
N (-0.628, -0.188, 1.730)
B (1.138, 1.420, 0.772)
N (1.687, 0.420, -0.302)
C (2.904, 0.385, -0.868)
C (2.877, -0.508, -1.918)
C (1.566, -0.985, -1.953)
C (0.959, -1.964, -2.899)
N (0.854, -0.415, -0.980)
N (0.107, 2.333, 0.054)
C (0.151, 3.637, -0.252)
C (-0.966, 3.954, -0.992)
C (-1.670, 2.759, -1.120)
C (-2.940, 2.553, -1.870)
N (-1.031, 1.777, -0.477)
N (2.313, 2.140, 1.397)
C (3.373, 1.532, 1.990)
C (4.126, 2.496, 2.603)
C (3.437, 3.703, 2.344)
C (3.812, 5.088, 2.754)
N (2.350, 3.477, 1.630)
H (-2.367, -1.849, 4.031)
H (-3.249, -0.796, 2.934)
H (-2.334, -2.164, 2.294)
H (-0.564, 0.105, 4.986)
H (1.310, 1.548, 3.617)
H (3.703, 1.004, -0.501)
H (3.687, -0.767, -2.576)
H (0.802, -2.933, -2.420)
H (-0.002, -1.606, -3.274)
H (1.614, -2.120, -3.754)
H (0.970, 4.239, 0.102)
H (-1.233, 4.918, -1.388)
H (-2.773, 2.668, -2.942)
H (-3.363, 1.568, -1.690)
H (-3.683, 3.293, -1.572)
H (3.503, 0.462, 1.944)
H (5.038, 2.362, 3.159)
H (4.528, 5.066, 3.574)
H (4.269, 5.629, 1.925)
H (2.934, 5.645, 3.075)
S (-2.313, -3.444, -3.953)
C (-3.364, -2.233, -4.511)
C (-3.772, -1.400, -3.518)
C (-3.221, -1.799, -2.269)
C (-2.406, -2.898, -2.328)
C (-1.617, -3.524, -1.261)
C (-1.367, -4.889, -1.264)
C (-0.550, -5.425, -0.282)
C (-0.007, -4.579, 0.672)
C (-0.307, -3.232, 0.605)
N (-1.098, -2.704, -0.335)
H (-3.625, -2.189, -5.556)
H (-4.430, -0.555, -3.649)
H (-1.814, -5.521, -2.019)
H (-0.341, -6.486, -0.266)
H (0.641, -4.949, 1.453)
H (0.109, -2.532, 1.319)
Cl (-3.620, -0.966, -0.786)

***

The following is a DFT calculation (ωB97M-V/def2-TZVPD) of C25H26Cl5I2LaN2O5Si2 as an isolated structure.

The value obtained for the LUMO energy is -0.04613 hartree. The HOMO-LUMO gap comes out at 0.255 Eh.

Atoms and positions in Å:
La (0.723, 0.556, -0.866)
Cl (7.085, 4.454, -0.921)
C (5.491, 3.882, -1.205)
C (5.206, 2.526, -1.120)
Cl (6.441, 1.402, -0.724)
C (3.915, 2.082, -1.358)
Cl (3.565, 0.389, -1.253)
C (2.849, 2.932, -1.720)
O (1.669, 2.420, -2.005)
C (3.176, 4.306, -1.793)
Cl (1.983, 5.433, -2.292)
C (4.467, 4.764, -1.545)
Cl (4.814, 6.439, -1.678)
C (-3.248, -2.175, -3.336)
Si (-1.980, -0.833, -2.913)
C (-2.875, 0.803, -3.193)
C (-0.558, -0.969, -4.167)
C (-1.201, -0.979, -1.203)
C (-0.267, -2.131, -1.258)
C (-0.657, -3.480, -1.201)
C (0.290, -4.477, -1.280)
C (1.635, -4.136, -1.402)
C (1.958, -2.800, -1.445)
N (1.045, -1.821, -1.383)
Si (-2.302, -1.085, 0.330)
C (-2.847, 0.666, 0.790)
C (-1.300, -1.838, 1.756)
C (-3.877, -2.124, 0.169)
H (-3.598, -2.038, -4.362)
H (-4.116, -2.106, -2.679)
H (-2.844, -3.186, -3.256)
H (-3.518, 0.712, -4.073)
H (-2.189, 1.628, -3.379)
H (-3.515, 1.073, -2.350)
H (-0.912, -0.764, -5.179)
H (-0.119, -1.969, -4.163)
H (0.249, -0.256, -3.958)
H (-1.711, -3.704, -1.111)
H (-0.010, -5.517, -1.256)
H (2.408, -4.889, -1.461)
H (2.992, -2.485, -1.537)
H (-1.995, 1.340, 0.899)
H (-3.394, 0.661, 1.737)
H (-3.515, 1.082, 0.034)
H (-0.246, -1.558, 1.722)
H (-1.342, -2.929, 1.733)
H (-1.700, -1.510, 2.719)
H (-4.554, -1.699, -0.573)
H (-4.402, -2.141, 1.128)
H (-3.671, -3.159, -0.111)
O (1.589, -0.067, 1.269)
C (0.918, 0.883, 1.745)
O (0.433, 1.773, 0.983)
C (0.626, 0.959, 3.204)
C (-0.398, 1.782, 3.663)
C (-0.706, 1.821, 5.014)
C (0.017, 1.052, 5.911)
C (1.042, 0.247, 5.436)
C (1.355, 0.181, 4.091)
N (1.819, -0.557, 6.388)
O (1.460, -0.556, 7.550)
O (2.756, -1.197, 5.953)
H (-0.946, 2.388, 2.954)
H (-1.508, 2.452, 5.370)
H (-0.197, 1.069, 6.969)
H (2.144, -0.467, 3.739)
I (-0.655, 3.369, -1.516)
I (-3.244, 4.075, -1.026)

***

| no. | strongest force on any atom (eV Å⁻¹) |
| --- | --- |
| 1 | 0.84 |
| 2 | 0.98 |
| 3 | 0.49 |
| 4 | 2.28 |